ORCA calculation (ωB97M-V/def2-TZVPD) on a 5-piece molecular cluster, C70H57N2O9 overall in a non-equilibrium geometry.

The geometry in XYZ format:
```
138
C70H57N2O9, DFT ωB97M-V/def2-TZVPD
C 3.4751 -7.3353 -3.4372
C 3.4765 -7.1943 -4.9654
C 2.6953 -6.0072 -5.4764
N 1.2103 -6.1786 -5.3913
N 0.8091 -7.3759 -5.0179
C -0.4776 -7.6047 -4.8871
C -0.7768 -9.0150 -4.4249
O -0.2747 -9.9763 -5.3081
C -1.0691 -10.1655 -6.4614
C -1.4293 -6.5854 -5.1187
C -2.9184 -6.7735 -4.9124
C -3.5612 -7.8634 -5.7804
C -3.3129 -6.9496 -3.4049
C -2.2227 -6.6006 -2.3859
C -0.9708 -5.3480 -5.5478
C 0.4128 -5.1581 -5.6857
C 0.9171 -3.8159 -6.1147
H 4.3951 -7.7871 -3.0828
H 2.6587 -7.9910 -3.1383
H 3.3118 -6.3741 -2.9536
H 4.5087 -6.9985 -5.2620
H 3.2029 -8.1231 -5.4558
H 2.9618 -5.1133 -4.9186
H 2.9529 -5.8242 -6.5183
H -0.2366 -9.1824 -3.4939
H -1.8356 -9.1437 -4.2012
H -1.1573 -9.2480 -7.0521
H -2.0744 -10.4886 -6.1803
H -0.6196 -10.9300 -7.0843
H -3.3726 -5.8413 -5.2405
H -3.1022 -7.9671 -6.7598
H -3.6214 -8.8224 -5.2747
H -4.5958 -7.5704 -5.9569
H -3.5830 -7.9945 -3.2657
H -4.1905 -6.3300 -3.2417
H -1.5069 -7.4157 -2.3064
H -2.6869 -6.4611 -1.4122
H -1.7079 -5.6699 -2.6144
H -1.6376 -4.5261 -5.7540
H 1.9510 -3.7964 -6.4295
H 0.7062 -3.0844 -5.3336
H 0.3198 -3.5195 -6.9767
C -4.0471 -2.9191 -2.4816
C -3.0718 -3.2914 -3.4014
C -1.9773 -2.4787 -3.6228
C -1.8419 -1.2855 -2.9350
C -2.8246 -0.8979 -2.0271
C -3.9233 -1.7211 -1.7959
C -2.7184 0.4040 -1.3094
O -3.5723 0.7338 -0.5116
C -1.5506 1.2750 -1.6035
C -1.4624 2.5143 -0.9864
C -0.3723 3.3337 -1.2312
C 0.6366 2.9155 -2.0908
C 0.5523 1.6819 -2.7166
C -0.5425 0.8605 -2.4829
C -0.6351 -0.4459 -3.1817
O 0.2369 -0.8331 -3.9371
H -4.9020 -3.5580 -2.3018
H -3.1675 -4.2149 -3.9481
H -1.2154 -2.7622 -4.3348
H -4.6772 -1.4186 -1.0818
H -2.2449 2.8380 -0.3142
H -0.3069 4.2996 -0.7488
H 1.4893 3.5550 -2.2748
H 1.3327 1.3543 -3.3891
C -0.9126 2.0864 2.5509
C 0.2579 1.4204 2.2010
C 1.4756 1.8440 2.7037
C 1.5304 2.9440 3.5509
C 0.3588 3.6251 3.8843
C -0.8634 3.1866 3.3890
C 0.3968 4.8358 4.7563
O -0.6242 5.4218 5.0463
C 1.7219 5.3022 5.2483
C 1.7906 6.4567 6.0177
C 3.0135 6.8984 6.4942
C 4.1734 6.1847 6.2122
C 4.1106 5.0360 5.4422
C 2.8895 4.5945 4.9499
C 2.8500 3.3757 4.0968
O 3.8591 2.7502 3.8446
H -1.8650 1.7470 2.1620
H 0.2170 0.5675 1.5349
H 2.3891 1.3282 2.4417
H -1.7680 3.7130 3.6606
H 0.8854 7.0055 6.2371
H 3.0658 7.8007 7.0886
H 5.1283 6.5286 6.5880
H 5.0085 4.4778 5.2158
C 8.8661 4.4102 3.7832
C 10.2239 4.3319 3.4904
C 11.0656 5.3848 3.8059
C 10.5522 6.5266 4.4077
C 9.1867 6.6134 4.6836
C 8.3490 5.5481 4.3775
C 8.6038 7.8435 5.2896
O 7.4165 7.9106 5.5341
C 9.5157 8.9842 5.5779
C 8.9873 10.1612 6.0930
C 9.8233 11.2268 6.3788
C 11.1924 11.1191 6.1588
C 11.7242 9.9503 5.6413
C 10.8887 8.8824 5.3413
C 11.4762 7.6438 4.7559
O 12.6693 7.5479 4.5636
H 8.2108 3.5831 3.5429
H 10.6249 3.4460 3.0163
H 12.1226 5.3286 3.5858
H 7.2938 5.6187 4.6029
H 7.9227 10.2374 6.2651
H 9.4097 12.1444 6.7758
H 11.8444 11.9512 6.3891
H 12.7869 9.8612 5.4642
C -7.3442 2.4515 -0.9696
C -6.4063 1.5212 -0.5293
C -6.7776 0.5431 0.3759
C -8.0809 0.4918 0.8532
C -9.0145 1.4386 0.4275
C -8.6435 2.4122 -0.4921
C -10.4073 1.4331 0.9584
O -11.2204 2.2509 0.5845
C -10.7682 0.3967 1.9671
C -12.0437 0.4035 2.5167
C -12.4012 -0.5588 3.4455
C -11.4887 -1.5381 3.8238
C -10.2146 -1.5474 3.2827
C -9.8463 -0.5768 2.3596
C -8.4613 -0.5839 1.8118
O -7.6630 -1.4394 2.1367
H -7.0571 3.2127 -1.6836
H -5.3805 1.5413 -0.8830
H -6.0541 -0.1837 0.7205
H -9.3750 3.1352 -0.8254
H -12.7493 1.1653 2.2159
H -13.3935 -0.5488 3.8762
H -11.7729 -2.2924 4.5454
H -9.4990 -2.3029 3.5758
```

Frontier orbital gap in eV: 6.83
Charge: +1
DFT total energy in hartree: -3488.1792
Strongest force on any atom in hartree/bohr: 0.028